Entry 1:
41
Properties=species:S:1:pos:R:3 method="wB97M-V/def2-TZVPD" e_above_lowest_kcal_mol=0.0 total_charge=+1 homo_lumo_gap_ev=7.91 smiles=CN1c2ccccc2C([NH2+]c2ccc(Cl)cc2)c2ccccc21
Cl 2.541 -1.594 2.707
C 0.935 -0.964 2.633
C -0.148 -1.840 2.633
C -1.467 -1.322 2.655
C -1.677 0.075 2.614
N -3.167 0.663 2.774
C -0.608 0.915 2.580
C 0.719 0.411 2.607
H 0.023 -2.919 2.651
H -2.319 -2.019 2.695
H -3.351 0.367 3.758
H -3.717 -0.053 2.285
H -0.740 2.011 2.519
H 1.579 1.077 2.626
C -7.369 3.939 3.694
N -6.151 3.258 3.219
C -5.007 3.398 3.995
C -5.061 4.168 5.182
C -3.916 4.333 5.958
C -2.694 3.783 5.543
C -2.639 3.052 4.369
C -3.771 2.830 3.612
C -3.648 1.997 2.401
C -4.926 1.925 1.586
C -6.121 2.599 1.996
C -7.243 2.678 1.129
C -7.220 2.085 -0.132
C -6.045 1.438 -0.556
C -4.918 1.402 0.289
H -8.245 3.652 3.099
H -7.572 3.651 4.742
H -7.267 5.045 3.659
H -5.990 4.680 5.470
H -3.979 4.914 6.877
H -1.787 3.946 6.114
H -1.696 2.680 4.003
H -2.862 2.431 1.739
H -8.126 3.272 1.389
H -8.101 2.155 -0.764
H -6.017 1.013 -1.566
H -3.992 0.978 -0.115

---

Entry 2:
123
Properties=species:S:1:pos:R:3 method="wB97M-V/def2-TZVPD" e_above_lowest_kcal_mol=307.8 total_charge=+1 homo_lumo_gap_ev=6.82
C -1.175 -6.657 3.732
C -2.175 -6.325 2.787
C -3.311 -6.067 1.656
C -2.905 -5.148 0.374
N -1.806 -5.826 -0.367
C -0.415 -5.446 0.047
N 0.522 -6.452 0.335
C -0.032 -7.885 0.184
C -0.129 -8.351 -1.421
O 0.561 -9.671 -1.608
C 0.777 -9.917 -3.050
C 1.418 -11.431 -3.215
F 2.701 -11.468 -2.418
F 1.643 -11.801 -4.649
F 0.492 -12.430 -2.589
C 1.960 -6.230 0.693
F 2.327 -4.981 1.377
F 2.541 -7.288 1.611
C 2.966 -6.319 -0.644
F 4.353 -6.166 -0.062
F 2.956 -7.657 -1.288
N -0.098 -4.012 0.065
B 0.596 -3.443 -1.134
O 0.148 -3.568 -2.565
C 2.060 -2.635 -0.975
C 1.853 -1.249 -1.890
C -1.072 -3.080 0.744
C -0.473 -3.052 2.310
O 0.915 -2.594 2.408
O 1.225 -2.742 3.681
O -0.875 -1.827 0.016
C -0.940 -0.596 0.737
C 0.519 0.204 0.935
C 0.412 1.007 2.398
C 1.933 1.437 2.938
C -2.668 -3.518 0.680
N -3.472 -3.241 1.900
C -3.933 -1.867 2.171
C -5.600 -1.725 2.258
P -3.624 -2.740 -0.824
O -3.552 -1.059 -1.057
O -5.339 -3.155 -0.603
S -3.152 -3.575 -2.548
H -0.263 -6.981 4.401
H -3.603 -7.139 1.215
H -4.298 -5.717 2.229
H -3.862 -5.281 -0.338
H -1.943 -5.915 -1.393
H 0.700 -8.705 0.648
H -1.045 -8.048 0.765
H 0.408 -7.540 -2.070
H -1.252 -8.497 -1.723
H 1.492 -9.084 -3.510
H -0.273 -9.876 -3.594
H 2.838 -5.417 -1.375
H -0.338 -2.738 -2.851
H 2.284 -2.370 0.143
H 2.919 -3.233 -1.510
H 1.801 -1.556 -3.042
H 0.794 -0.742 -1.675
H 2.748 -0.500 -1.775
H -0.516 -4.106 2.826
H -1.173 -2.349 2.975
H 2.122 -3.215 3.672
H -1.554 0.176 0.058
H -1.470 -0.558 1.773
H 1.440 -0.516 0.917
H 0.669 1.034 0.105
H -0.274 1.959 2.343
H -0.039 0.316 3.252
H 2.207 0.698 3.826
H 1.925 2.537 3.360
H 2.664 1.301 2.012
H -3.102 -3.609 2.797
H -3.579 -0.994 1.500
H -3.580 -1.583 3.278
H -6.109 -2.765 1.973
H -5.990 -0.834 1.583
H -5.923 -1.465 3.364
H -2.869 -0.776 -1.757
H -5.545 -3.959 -1.181
C -3.105 5.475 -2.992
C -2.809 3.993 -2.868
O -2.372 3.675 -1.537
C -3.361 3.518 -0.600
O -4.558 3.638 -0.841
C -2.761 3.135 0.754
F -1.678 3.896 1.084
F -2.338 1.839 0.779
F -3.644 3.268 1.784
H -2.239 6.068 -2.681
H -3.359 5.734 -4.024
H -3.939 5.768 -2.347
H -1.989 3.725 -3.543
H -3.673 3.381 -3.152
C 2.910 7.913 1.832
C 1.518 7.614 2.354
O 0.532 8.355 1.618
C 0.154 7.823 0.412
O 0.609 6.780 -0.049
C -0.931 8.683 -0.238
F -0.648 10.016 -0.185
F -2.141 8.526 0.370
F -1.125 8.390 -1.555
H 3.101 8.991 1.841
H 3.668 7.414 2.442
H 3.025 7.579 0.796
H 1.441 7.934 3.398
H 1.297 6.540 2.329
C 5.016 12.748 -3.089
C 5.313 11.266 -2.964
O 5.749 10.948 -1.634
C 4.760 10.791 -0.696
O 3.563 10.911 -0.938
C 5.360 10.408 0.658
F 6.443 11.168 0.988
F 5.783 9.112 0.683
F 4.478 10.541 1.688
H 5.882 13.341 -2.777
H 4.762 13.007 -4.121
H 4.182 13.041 -2.443
H 6.132 10.998 -3.639
H 4.448 10.654 -3.248

---

Entry 3:
8
Properties=species:S:1:pos:R:3 method="wB97M-V/def2-TZVPD" e_above_lowest_kcal_mol=0.0 total_charge=-1 homo_lumo_gap_ev=10.66
C 1.364 -1.560 0.043
N 0.836 -2.577 -0.020
O 3.084 0.264 0.573
O 0.638 0.669 0.757
O 1.701 0.485 -1.445
F -1.579 -0.288 -0.079
S 1.776 0.158 -0.037
H -0.745 0.133 0.263

---

Entry 4:
31
Properties=species:S:1:pos:R:3 method="wB97M-V/def2-TZVPD" e_above_lowest_kcal_mol=0.7 total_charge=+1 homo_lumo_gap_ev=11.30 smiles="C=C([N@@H+](C)CCO)C(C)(C)C"
C 0.007 1.633 -1.566
C -1.152 2.329 -0.826
C 0.007 -0.597 -0.401
C -0.455 -1.332 -1.393
C 1.339 -1.366 1.554
C -1.031 -2.098 1.312
C -0.537 0.269 1.888
C 2.085 0.337 -1.291
C -0.057 -0.940 1.075
N 0.745 0.653 -0.721
O -2.233 1.486 -0.550
H -0.358 1.125 -2.459
H 0.708 2.416 -1.863
H -0.792 2.709 0.136
H -1.453 3.191 -1.429
H -0.339 -1.064 -2.429
H -2.900 1.535 -1.245
H -0.976 -2.251 -1.213
H 1.711 -2.204 0.969
H 1.277 -1.689 2.590
H 2.061 -0.553 1.508
H -1.146 -2.260 2.380
H -2.010 -1.871 0.899
H -0.660 -3.021 0.876
H -0.675 -0.021 2.924
H -1.492 0.620 1.506
H 0.182 1.090 1.894
H 2.276 0.936 -2.178
H 2.871 0.535 -0.565
H 2.129 -0.713 -1.570
H 0.870 1.116 0.187

---

Entry 5:
39
Properties=species:S:1:pos:R:3 method="wB97M-V/def2-TZVPD" s_squared=9.01 multiplicity=6 total_charge=+2 homo_lumo_gap_ev="6.41 / 6.16"
C -0.764 -1.400 -1.489
H -0.807 -2.483 -1.159
H -1.756 -0.925 -1.609
H 0.180 -2.407 1.459
C 0.164 -1.316 -2.671
H 0.689 -0.366 -2.879
H 0.936 -2.066 -2.441
C -0.714 -1.780 -3.808
H -0.266 -1.606 -4.776
H -0.884 -2.848 -3.682
H -1.686 -1.281 -3.766
C 1.080 0.717 1.528
C 0.888 1.398 0.290
C -0.438 1.165 -0.149
C -1.123 0.353 0.854
C -0.165 0.109 1.921
C -0.473 -0.439 3.270
C -2.605 0.199 0.987
C -1.108 1.824 -1.303
C 1.915 2.226 -0.386
C 2.273 0.828 2.394
Fe -0.034 -1.377 0.287
H -2.842 -0.576 1.730
H -3.105 1.129 1.316
H -3.045 -0.092 0.024
H -1.402 -1.022 3.230
H 0.343 -1.104 3.584
H -0.587 0.344 4.037
H 3.198 0.882 1.797
H 2.211 1.752 2.997
H 2.361 -0.011 3.106
H 1.714 2.295 -1.463
H 1.931 3.251 0.018
H 2.923 1.810 -0.255
H -1.860 1.177 -1.775
H -1.633 2.752 -1.009
H -0.375 2.105 -2.072
O 2.851 -1.671 1.335
C 2.017 -1.546 0.530